Formula: C12H42AgO19P
Source: the OMol25 dataset
Level of theory: ωB97M-V/def2-TZVPD

Calculated values
<S²>: 0.7598
2S+1: 2
Energy (a.u.): -2400.4146
Maximum force (hartree/bohr): 0.0454
Charge: -1
HOMO-LUMO gap (spin up / spin down) (eV): 7.89 / 5.10
Highest occupied orbital energy (spin up / spin down) (eV): -6.9 / -6.9

Each line ends with the Löwdin spin population.
Element x y z (Å)
1 Ag 0.7891 -1.8888 -1.1807  0.24
2 P 0.4576 0.5556 0.0528  -0.01
3 O 0.5671 0.2465 -1.4864  0.39
4 O 1.8880 0.8884 0.4755  0.02
5 O 0.1549 -0.8469 0.6650  0.30
6 O -0.5897 1.5896 0.3795  0.05
7 O 0.4903 3.6927 1.7468  0.00
8 H 1.2184 3.3300 2.2661  0.00
9 H 0.1105 2.9282 1.2547  0.00
10 O 2.2435 2.6115 -1.6130  0.01
11 H 1.5486 2.1019 -2.0375  0.00
12 H 2.3301 2.2088 -0.7273  0.00
13 O -2.7812 0.5615 -1.1307  0.00
14 H -2.3345 0.3208 -0.3120  0.00
15 H -2.4502 1.4422 -1.3482  0.00
16 C 3.4958 0.7489 3.4017  0.00
17 C 3.0134 -0.6899 3.2572  0.00
18 O 3.2032 -1.1788 1.9252  0.00
19 O 2.4941 1.6610 2.9508  0.00
20 H 4.4003 0.9300 2.8142  0.00
21 H 3.6388 0.9742 4.4609  0.00
22 H 1.9810 -0.7722 3.6138  0.00
23 H 3.6089 -1.3570 3.8899  0.00
24 H 2.6364 -0.6235 1.3624  0.00
25 H 2.2195 1.4025 2.0427  0.00
26 C -2.2165 -2.6648 -2.8786  0.00
27 C -3.1337 -3.5249 -2.0199  0.00
28 O -3.9533 -2.7916 -1.1690  0.00
29 O -1.4614 -1.7397 -2.1089  0.00
30 H -2.7608 -2.1857 -3.6985  0.00
31 H -1.4882 -3.3029 -3.3905  0.00
32 H -2.4656 -4.1708 -1.4210  0.00
33 H -3.6937 -4.2297 -2.6371  0.00
34 H -3.3897 -2.3233 -0.5264  0.00
35 H -1.9850 -0.9232 -1.9515  0.00
36 C 5.4017 -0.1583 -0.8393  0.00
37 C 4.4362 -0.3689 -2.0014  0.00
38 O 3.1465 -0.7584 -1.4999  0.00
39 O 5.0378 0.9191 -0.0060  0.00
40 H 6.4217 -0.0483 -1.2003  0.00
41 H 5.2815 -1.0724 -0.2364  0.00
42 H 4.7904 -1.1784 -2.6396  0.00
43 H 4.2554 0.5752 -2.5248  0.00
44 H 2.6321 0.0326 -1.2880  0.00
45 H 4.0867 0.8770 0.1682  0.00
46 C -2.1424 -3.2680 1.6538  0.00
47 C -1.4197 -3.0417 2.9699  0.00
48 O -0.0093 -2.8957 2.8544  0.00
49 O -2.1857 -2.1058 0.8342  0.00
50 H -3.1692 -3.5569 1.9007  0.00
51 H -1.7461 -4.1299 1.1013  0.00
52 H -1.6023 -3.8737 3.6544  0.00
53 H -1.8437 -2.1644 3.4757  0.00
54 H 0.1913 -2.2426 2.1711  0.00
55 H -1.3484 -1.6180 0.9395  0.00
56 C -3.4004 2.4686 2.2135  0.00
57 C -3.2637 0.9829 2.4467  0.00
58 O -1.9439 0.6333 2.8236  0.00
59 O -2.7723 2.9281 1.0366  0.00
60 H -2.9322 2.9739 3.0707  0.00
61 H -4.4408 2.8046 2.2006  0.00
62 H -3.6472 0.4255 1.5779  0.00
63 H -3.9140 0.6088 3.2431  0.00
64 H -1.3617 0.8013 2.0695  0.00
65 H -2.0087 2.3610 0.7939  0.00
66 C -1.1919 1.4522 -4.1363  0.00
67 C -0.7337 2.8330 -3.6416  0.00
68 O -1.1009 3.1275 -2.2967  0.00
69 O -0.1990 0.4479 -4.0666  0.00
70 H -1.3377 1.6406 -5.2110  0.00
71 H -2.1853 1.1726 -3.7733  0.00
72 H -1.2221 3.6117 -4.2285  0.00
73 H 0.3498 2.9335 -3.7725  0.00
74 H -0.6911 2.5505 -1.6391  0.00
75 H -0.0037 0.3395 -3.1198  0.00

Cartesian forces (eV/Å) of the 2 atoms listed first:
-0.1 -0.1 -0.2
1.6 1.2 1.3